194
Properties=species:S:1:pos:R:3:forces:R:3 method="wB97M-V/def2-TZVPD" total_energy_ev=-124001.85622 total_charge=0
C 4.021138 -2.311649 -3.166064 0.436 -0.234 -1.987
C 4.877797 -3.349732 -3.929276 0.104 -0.113 1.067
N 6.284673 -2.964344 -3.922370 0.280 -0.249 0.030
C 6.582490 -1.756224 -4.698472 -0.289 -0.368 0.277
C 6.094722 -1.745854 -6.131947 -0.090 0.143 -0.855
C 7.097900 -4.110987 -4.305115 0.264 -0.505 0.518
C 8.619968 -3.982750 -4.111820 -1.071 0.308 -0.529
H 4.588589 -1.983602 -2.299203 -0.267 -0.073 0.242
H 3.042892 -2.744276 -2.965066 -0.042 0.214 0.306
H 3.882304 -1.467587 -3.845790 -0.283 0.275 0.383
H 4.759688 -4.275804 -3.357175 0.462 -0.118 -0.071
H 4.575931 -3.634198 -4.947111 -0.548 0.441 -0.006
H 6.100254 -0.911531 -4.206249 0.238 0.088 0.256
H 7.663582 -1.636564 -4.643998 -0.051 0.313 -0.052
H 6.503133 -2.534750 -6.768260 0.027 -0.129 0.202
H 5.005499 -1.801396 -6.199113 0.012 -0.084 0.109
H 6.364627 -0.809548 -6.628834 0.089 0.046 0.154
H 6.895333 -4.437999 -5.337396 0.003 -0.002 -0.069
H 6.784571 -4.929061 -3.651592 -0.172 -0.044 -0.117
H 8.978914 -3.293172 -4.876678 0.520 -0.038 0.223
H 9.043419 -4.972029 -4.273412 0.211 0.069 -0.027
H 8.853752 -3.636559 -3.107320 0.090 0.098 -0.034
C 0.017632 -1.481396 -1.631954 -0.492 -0.278 -0.067
C -0.139720 -1.122797 -0.160498 0.134 0.293 -0.644
N -0.417167 0.314659 -0.018238 0.478 0.056 1.768
C 0.674029 1.208453 -0.506626 -0.811 -1.112 -0.904
C 2.029460 1.121181 0.163739 0.807 -2.410 -1.055
C -0.637333 0.577018 1.425140 -0.869 0.338 -0.861
C -1.483033 1.807217 1.579417 -0.418 1.761 0.248
H 0.041483 -2.559349 -1.809950 0.183 -0.046 0.190
H 0.897454 -1.032147 -2.089554 0.038 -0.088 0.004
H -0.867210 -1.129560 -2.170174 0.086 0.175 -0.049
H -0.993876 -1.636894 0.286362 -0.142 -0.062 -0.200
H 0.729317 -1.489415 0.403288 0.179 0.275 0.095
H 0.658851 0.873605 -1.545327 0.939 0.575 -0.215
H 0.365167 2.254242 -0.514666 -0.490 -0.952 0.193
H 2.045387 1.648607 1.115985 0.543 -2.448 -0.234
H 2.361612 0.079865 0.218642 -0.193 -0.184 0.405
H 2.795762 1.567398 -0.473021 -0.334 -0.081 0.029
H 0.308468 0.645156 1.971397 -1.228 0.305 -0.596
H -1.248186 -0.227334 1.844437 0.196 -0.373 -0.087
H -0.972474 2.762900 1.399144 0.424 -0.272 0.002
H -1.887230 1.935012 2.585913 0.030 -0.254 -0.268
H -2.314937 1.896736 0.877411 -0.091 -0.685 -0.044
C -4.250304 -5.756120 0.912069 0.785 0.209 -1.209
C -2.774959 -6.146909 0.714518 -0.358 -0.558 0.489
N -2.260965 -6.637449 2.015399 0.595 0.204 -0.784
C -1.608920 -5.550777 2.750982 -0.050 -0.375 0.005
C -0.470050 -4.764626 2.040441 -0.376 -0.979 0.069
C -1.432756 -7.841562 1.862147 0.066 0.735 -0.518
C -2.265276 -9.042152 1.413279 0.172 0.382 0.441
H -4.928878 -6.589258 1.071985 0.200 -0.152 0.231
H -4.569781 -5.242428 -0.001526 -0.250 0.149 0.213
H -4.269393 -5.064031 1.750240 -0.345 0.032 0.046
H -2.558114 -6.901080 -0.043902 -0.701 -0.269 0.046
H -2.225249 -5.307248 0.269868 0.065 0.302 0.607
H -2.445578 -4.943070 3.100591 0.343 0.550 0.048
H -1.162922 -6.010578 3.635849 -0.104 0.084 0.110
H 0.143662 -4.298397 2.809096 -0.040 0.272 -0.152
H 0.159517 -5.496309 1.525043 0.138 -0.012 0.125
H -0.775832 -4.073792 1.256651 -0.156 0.309 0.302
H -0.907568 -8.013547 2.803564 -0.228 -0.206 0.088
H -0.641128 -7.623945 1.125975 0.103 -0.336 -0.087
H -1.624718 -9.917844 1.319687 -0.126 -0.102 -0.011
H -2.758279 -8.851631 0.462614 0.116 -0.066 -0.112
H -3.058591 -9.213414 2.141398 0.088 -0.184 0.066
C 0.770361 4.363432 -0.203931 1.177 0.935 0.321
C 2.037796 3.657429 0.339585 -1.867 1.212 0.534
N 2.809411 4.381756 1.328376 1.390 1.815 -0.431
C 3.990677 3.620001 1.709873 -0.248 -1.215 0.877
C 5.017220 3.396870 0.606086 -0.175 0.081 -0.644
C 2.091846 4.962157 2.448242 -0.576 -0.913 -0.833
C 1.360379 3.905559 3.298804 -0.034 1.307 0.960
H 1.045003 5.301160 -0.692874 -0.028 0.204 0.043
H 0.082225 4.603654 0.606730 -0.218 -0.081 -0.111
H 0.277646 3.762054 -0.966284 0.365 0.374 0.985
H 1.685003 2.722421 0.804204 -0.159 2.787 -0.561
H 2.659193 3.408920 -0.514596 0.129 0.101 0.093
H 3.592088 2.652815 2.073623 0.511 -0.416 -0.396
H 4.484351 3.912125 2.642706 -0.214 1.112 -0.239
H 5.275682 4.283807 0.020785 -0.470 0.285 0.220
H 4.584830 2.687350 -0.099421 0.410 -0.132 -0.144
H 5.997566 3.044859 0.928109 -0.284 -0.390 0.428
H 2.763590 5.599374 3.022208 0.119 -0.224 0.144
H 1.333518 5.625232 2.021299 0.034 0.091 0.149
H 2.015653 3.181188 3.777797 0.034 -0.262 -0.348
H 0.922981 4.469078 4.135395 -0.191 -0.162 0.006
H 0.533501 3.448725 2.759842 0.187 -0.276 -0.051
C 2.567802 -3.543543 0.156156 0.306 -1.153 -0.022
C 3.225168 -4.751624 -0.537806 0.391 2.212 0.820
O 4.202754 -5.236958 0.400285 0.121 -0.896 0.712
C 5.079970 -6.118347 -0.070583 -0.380 1.353 -0.916
O 5.107355 -6.465535 -1.216424 0.324 -0.738 0.239
C 6.189834 -6.441151 0.949415 -0.562 0.080 0.503
F 6.204236 -7.761288 1.189999 0.476 0.274 -0.314
F 7.353951 -6.003432 0.463163 -0.065 -0.550 0.072
F 5.990787 -5.833059 2.126789 0.043 -0.058 -0.182
H 3.326240 -2.918278 0.626843 0.129 -0.014 -0.344
H 1.927159 -3.895420 0.963668 -0.394 0.252 -0.236
H 2.072476 -2.989998 -0.637625 -0.388 0.164 0.350
H 3.782326 -4.259441 -1.333623 -0.115 -0.915 -0.607
H 2.501935 -5.512106 -0.812498 0.262 -0.154 -0.288
C -4.473205 3.931709 1.631173 0.303 -0.531 0.106
C -4.083612 5.013243 2.600272 1.047 0.725 -0.816
O -5.084502 5.348669 3.555483 -0.407 -0.598 1.083
C -6.144642 6.027191 3.155656 1.527 0.528 -0.821
O -6.257972 6.526002 2.074076 -0.579 0.065 -0.145
C -7.205054 6.188850 4.235824 -0.011 -0.502 0.536
F -6.801431 5.789921 5.445381 0.016 -0.153 -0.104
F -7.592296 7.452623 4.362841 -0.234 0.016 -0.355
F -8.235121 5.411836 3.858835 -0.240 0.310 0.222
H -4.399806 2.955569 2.116804 -0.290 0.005 0.027
H -3.708310 3.907449 0.853037 -0.139 0.113 -0.111
H -5.453840 4.045697 1.175207 0.025 0.177 0.008
H -3.743917 5.912942 2.078090 -0.583 0.135 -0.112
H -3.178809 4.722227 3.131089 -0.421 -0.223 0.555
C -1.924284 6.257290 8.178001 0.304 -0.883 -0.222
C -0.745105 6.112688 7.187392 -2.276 0.813 -0.035
O -0.591464 4.756699 6.774855 1.007 -0.905 0.831
C -1.487454 4.193746 6.008847 -0.153 0.661 -0.713
O -2.400080 4.741719 5.458666 -0.169 -0.034 0.101
C -1.248062 2.683433 5.799352 -0.726 1.084 0.286
F -0.006786 2.312015 5.998330 0.711 -0.284 0.180
F -2.051205 2.036333 6.645565 -0.069 -0.452 0.291
F -1.613485 2.378062 4.563786 0.097 -0.190 -0.179
H -2.920094 6.145093 7.749767 0.215 0.061 -0.479
H -1.901259 7.227365 8.668285 0.219 -0.130 0.261
H -1.821331 5.404693 8.854512 -0.022 0.445 0.557
H 0.160428 6.421043 7.692711 0.295 -0.125 -0.411
H -1.025119 6.682567 6.300493 0.678 0.270 -0.031
C -8.118376 0.376131 -4.321836 0.540 -0.660 0.109
C -8.133511 0.554274 -2.810529 -0.616 0.222 -0.141
O -6.819320 0.456223 -2.258349 0.790 -0.471 0.623
C -5.996162 1.485304 -2.381058 -0.988 -0.535 -0.207
O -6.256278 2.467779 -3.004918 0.699 0.684 0.074
C -4.676474 1.202983 -1.610224 -0.482 -1.008 -0.054
F -4.718838 0.004867 -1.009497 0.034 0.130 -0.021
F -3.657954 1.166382 -2.470655 0.158 0.335 0.111
F -4.477924 2.105819 -0.662412 0.240 0.422 -0.199
H -7.432747 -0.440968 -4.569886 0.154 0.075 0.169
H -7.739853 1.262394 -4.822900 -0.314 0.081 -0.091
H -9.058457 0.006130 -4.727998 -0.267 0.547 0.145
H -8.683190 -0.228891 -2.289824 0.051 -0.086 -0.211
H -8.557388 1.506665 -2.483200 0.011 0.030 -0.268
C -2.900826 3.300292 -4.430557 0.213 0.951 0.431
C -1.473715 3.742353 -4.101530 -0.442 -0.111 -0.814
O -0.935675 4.543126 -4.830279 0.465 0.060 0.221
C -0.871805 3.161166 -2.853865 -1.117 -0.018 0.010
H -2.935208 2.240758 -4.665452 -0.199 0.030 -0.145
H -3.271657 3.966114 -5.206595 0.093 -0.432 -0.411
H -3.548977 3.502243 -3.575816 0.051 -0.298 0.140
H -0.356484 2.210601 -2.981272 0.162 0.098 -0.283
H -1.773392 2.921783 -2.285460 0.385 -0.053 0.683
H -0.240855 3.864756 -2.318523 -0.288 -0.063 -0.765
C -2.739303 -0.414339 4.297917 -2.732 -0.737 -0.848
C -4.023685 -1.216143 3.988091 0.695 0.077 -0.110
O -4.816650 -1.477116 4.858941 -0.056 -0.070 -0.003
C -4.275315 -1.569484 2.547817 -0.280 -0.221 -0.445
H -1.863377 -0.950387 3.944764 -0.703 0.192 0.453
H -2.925312 -0.198210 5.345986 1.131 0.227 0.132
H -2.900244 0.449701 3.650365 0.487 0.294 0.307
H -4.262105 -0.678283 1.914836 -0.002 0.081 0.103
H -5.241931 -2.061159 2.448339 -0.002 0.043 0.036
H -3.517582 -2.233014 2.122199 0.163 0.003 0.234
C 2.057057 -1.882684 3.062235 -0.178 0.454 0.038
C 1.448097 -0.534902 3.356195 0.776 -0.770 0.239
O 1.782855 0.446454 2.735431 1.003 -0.309 1.494
C 0.410878 -0.500973 4.437748 -0.197 1.471 -0.276
H 2.813019 -1.791349 2.286805 0.182 0.060 0.322
H 1.298818 -2.574285 2.689260 -0.074 0.030 0.275
H 2.439861 -2.224513 4.025943 0.209 -0.434 -0.234
H 0.787855 -0.659016 5.447202 0.075 -0.766 -0.129
H -0.453557 -1.094371 4.141290 1.038 -0.450 0.553
H 0.051201 0.527764 4.485266 -0.098 -0.067 -0.210
C 2.026336 3.160958 -4.394580 -0.515 0.822 -0.745
C 3.064724 2.159632 -4.028740 0.503 -0.175 1.096
O 3.244986 1.841105 -2.867718 -0.322 0.085 -0.141
C 4.005853 1.642938 -5.060493 0.132 -0.160 -1.271
H 1.647779 3.719872 -3.545212 0.146 -0.240 0.236
H 1.161702 2.746367 -4.917979 0.111 -0.371 0.110
H 2.389872 3.910136 -5.104573 0.298 -0.135 0.004
H 3.524682 1.250873 -5.962617 -0.320 0.067 0.160
H 4.648484 0.855587 -4.684436 0.045 0.064 0.322
H 4.615493 2.469116 -5.440504 0.069 0.029 0.203
C -1.078415 0.498960 -5.418345 0.100 0.872 -0.357
C 0.014788 -0.499234 -5.524552 1.193 -1.953 1.748
O 0.913216 -0.522962 -4.696278 -0.121 0.789 -0.473
C -0.088707 -1.710630 -6.438852 -0.414 1.096 -0.130
H -2.015273 0.140209 -5.839105 -0.001 0.243 -0.152
H -0.714442 1.414253 -5.901905 -0.378 -0.103 -0.499
H -1.209084 0.853186 -4.398225 0.002 -0.601 0.210
H -0.252910 -1.372937 -7.463920 -0.302 -0.365 -0.060
H -0.950432 -2.245282 -6.030778 -0.107 -0.184 -0.462
H 0.792582 -2.337963 -6.378403 0.121 0.132 0.119